The following is a DFT calculation (ωB97M-V with the def2-TZVPD basis set) of a molecular structure, C24H29AsKN2PSe2.

The geometry in ORCA input format:
```
! RIJCOSX wB97M-V def2-TZVPD def2/J DEFGRID3
* xyz 0 1
K -0.209 0.153 0.104
C -0.631 2.271 2.227
C -0.736 1.098 2.970
C 0.390 0.306 3.185
C 1.621 0.692 2.659
C 1.726 1.866 1.915
C 0.600 2.656 1.700
H -1.508 2.884 2.059
H -1.693 0.795 3.374
H 0.305 -0.611 3.751
H 2.496 0.077 2.824
H 2.683 2.162 1.505
H 0.681 3.568 1.122
Se -2.200 -1.396 -1.754
P -1.684 -3.066 -0.479
Se -0.096 -2.768 0.964
C -3.183 -3.681 0.354
C -4.290 -4.039 -0.419
C -5.430 -4.541 0.181
C -5.485 -4.681 1.566
C -4.395 -4.321 2.338
C -3.240 -3.827 1.733
C -1.228 -4.488 -1.540
C -1.128 -4.352 -2.919
C -0.768 -5.439 -3.714
C -0.517 -6.670 -3.133
C -0.625 -6.818 -1.751
C -0.968 -5.733 -0.962
H -4.264 -3.910 -1.495
H -6.280 -4.821 -0.428
H -6.381 -5.071 2.031
H -4.438 -4.429 3.415
H -2.376 -3.554 2.326
H -1.341 -3.389 -3.365
H -0.695 -5.319 -4.788
H -0.240 -7.516 -3.750
H -0.438 -7.782 -1.295
H -1.025 -5.848 0.115
C -0.281 4.423 -1.996
As -0.600 2.494 -1.944
C -0.293 2.091 -3.831
C -2.561 2.589 -2.008
H -0.786 4.872 -2.850
H 0.788 4.620 -2.059
H -0.667 4.871 -1.080
H -0.885 2.753 -4.461
H -0.568 1.052 -4.010
H 0.766 2.206 -4.055
H -2.880 3.264 -2.802
H -2.935 2.956 -1.052
H -2.966 1.592 -2.175
N 1.577 -1.589 -2.151
C 2.330 -1.806 -3.239
C 3.026 -0.642 -3.483
C 2.601 0.229 -2.465
N 1.722 -0.348 -1.650
H 0.968 -2.233 -1.661
H 2.310 -2.760 -3.740
H 3.731 -0.456 -4.275
H 2.892 1.255 -2.291
*
```

LUMO level ... 0.2 eV
Total energy ... -9021.4598 Ha
Frontier orbital gap ... 0.2821 Eh